Entry 1:
{
  "formula": "C5H9NO",
  "method": "ωB97M-V with the def2-TZVPD basis set",
  "e_above_lowest_ev": 5.014,
  "smiles": "C[C@H]1N[C@H]1[C@H]1CO1",
  "homo_lumo_gap_ev": 10.2,
  "homo_energy_ev": -9.18,
  "charge": 0,
  "elements": ["C", "C", "N", "C", "C", "C", "O", "H", "H", "H", "H", "H", "H", "H", "H", "H"],
  "positions_angstrom": [[0.537780, -1.721811, -0.540534], [0.792228, -0.815539, 0.651066], [1.569053, 0.405280, 0.462956], [0.145068, 0.503680, 0.836518], [-0.414240, 1.117169, -0.418604], [-1.900203, 1.109506, -0.601749], [-1.219128, 2.281567, -0.193506], [-0.233491, -2.460995, -0.298162], [1.446594, -2.274313, -0.801207], [0.196712, -1.163762, -1.417084], [1.037380, -1.329705, 1.574951], [2.307216, 0.655995, 1.100597], [-0.148487, 0.857588, 1.821484], [0.828761, 1.016306, -0.789584], [-2.411314, 1.165428, -1.564832], [-2.533930, 0.653604, 0.177690]],
  "forces_ev_per_a": [[0.012, 0.026, 0.048], [0.260, -0.292, 0.187], [0.689, -0.217, 0.387], [0.348, 0.088, 0.271], [0.599, -0.170, 0.469], [0.217, -0.227, -0.252], [0.451, 0.170, -0.098], [0.082, 0.142, 0.050], [-0.095, 0.126, 0.022], [0.143, -0.079, 0.183], [-0.158, -0.172, -0.019], [-0.090, -0.339, 0.564], [0.034, -0.103, -0.095], [-3.334, 0.975, -1.491], [0.419, -0.015, 0.019], [0.424, 0.087, -0.246]],
  "lowdin_charge": [-0.0460, -0.3013, -0.0045, -0.2345, -0.2666, -0.1251, -0.0648, 0.0789, 0.0771, 0.0732, 0.1330, 0.1118, 0.1514, 0.2034, 0.1015, 0.1125]
}

=====

Entry 2:
{
  "formula": "C21H20MoN4O3",
  "method": "ωB97M-V with the def2-TZVPD basis set",
  "e_above_lowest_ev": 0.000,
  "homo_lumo_gap_ev": [5.6, 5.7],
  "homo_energy_ev": [-14.31, -14.76],
  "charge": 2,
  "spin_multiplicity": 3,
  "elements": ["Mo", "C", "C", "C", "C", "C", "C", "N", "C", "C", "C", "C", "C", "C", "N", "N", "C", "C", "C", "C", "C", "N", "H", "H", "H", "H", "H", "H", "H", "H", "H", "H", "H", "H", "H", "C", "C", "C", "O", "C", "O", "O", "H", "H", "H", "H", "H", "H", "H"],
  "positions_angstrom": [[-0.060143, 0.006347, 0.472285], [1.101676, -2.644182, -3.305216], [1.699560, -1.390329, -3.462998], [1.938711, -0.578921, -2.373899], [1.586048, -1.041327, -1.096527], [0.969503, -2.299957, -0.940849], [0.719536, -3.093919, -2.050310], [1.762593, -0.323093, 0.088095], [2.834366, 0.383398, 0.619317], [4.155871, 0.416701, 0.228981], [5.041471, 1.158151, 1.006371], [4.630196, 1.826307, 2.162133], [3.309342, 1.792448, 2.564372], [2.412437, 1.088796, 1.767004], [1.056528, 0.876693, 1.981903], [0.546469, 1.189994, 3.097201], [-0.770391, 0.841741, 3.174635], [-1.516395, 1.138907, 4.309251], [-2.847418, 0.777716, 4.342824], [-3.389848, 0.111188, 3.242807], [-2.595684, -0.172591, 2.157679], [-1.292636, 0.187781, 2.089431], [0.960720, -3.277838, -4.170647], [1.978286, -1.052309, -4.452115], [2.395125, 0.397146, -2.484647], [0.838346, -2.688776, 0.065428], [0.271668, -4.071524, -1.932631], [4.495230, -0.127158, -0.642400], [6.080777, 1.206318, 0.710219], [5.355316, 2.370915, 2.749890], [2.973633, 2.303858, 3.455892], [-1.011595, 1.638105, 5.124456], [-3.458292, 0.998751, 5.207586], [-4.427226, -0.191219, 3.240541], [-2.993129, -0.708754, 1.308065], [-2.413852, -0.533667, -3.213150], [-2.318633, 0.142509, -1.863548], [-3.660556, 0.673048, -1.372138], [-1.755182, -0.798153, -0.879260], [-1.333361, 1.320638, -1.879246], [-1.248381, 2.106869, -2.763088], [-0.615221, 1.374086, -0.742426], [-3.195718, -1.296522, -3.208120], [-1.461569, -0.993090, -3.484214], [-2.665654, 0.201537, -3.974739], [-4.381377, -0.140720, -1.274637], [-4.048080, 1.383387, -2.101092], [-3.557862, 1.187908, -0.415535], [-2.095207, -1.677193, -1.082938]],
  "forces_ev_per_a": [[-0.747, -0.517, -2.998], [-0.035, 0.002, 0.055], [0.007, 0.019, -0.038], [-0.080, 0.182, 0.179], [0.150, -0.804, -0.378], [0.451, 0.034, -0.012], [-0.139, 0.053, -0.139], [-0.134, -0.389, 0.125], [-0.001, 0.595, 0.638], [-0.109, -0.170, -0.168], [-0.055, 0.024, 0.091], [0.087, -0.021, -0.046], [-0.168, 0.036, 0.038], [0.710, -0.216, -0.485], [-0.134, 0.988, 1.294], [0.994, 0.047, -0.378], [-1.138, -0.249, -0.085], [0.608, 0.007, -0.280], [-0.273, -0.189, -0.241], [-0.027, 0.213, 0.461], [0.213, -0.184, -0.302], [-0.871, 0.188, 1.616], [-0.043, 0.012, -0.003], [0.029, -0.004, 0.011], [-0.010, -0.004, -0.046], [-0.044, -0.038, -0.009], [0.035, -0.014, 0.013], [0.017, 0.013, 0.008], [0.002, -0.009, 0.009], [-0.010, 0.021, -0.018], [-0.004, 0.010, -0.013], [-0.077, 0.022, 0.035], [0.008, 0.004, -0.001], [0.010, -0.029, -0.052], [0.035, 0.046, -0.044], [0.119, -0.123, 0.016], [-0.121, 0.503, -0.198], [0.063, -0.148, 0.022], [0.127, 0.333, 0.454], [-0.496, -0.640, -0.524], [0.092, -0.003, 0.226], [0.757, 0.494, 1.015], [0.007, 0.007, 0.015], [-0.011, 0.028, -0.018], [-0.004, 0.044, 0.037], [0.011, 0.004, 0.004], [0.001, 0.013, 0.004], [-0.016, 0.003, -0.001], [0.214, -0.191, 0.113]],
  "lowdin_spin": [1.5228, 0.0296, 0.0038, 0.0207, 0.0077, 0.0353, -0.0003, 0.0081, 0.0182, -0.0026, 0.0141, 0.0075, -0.0022, 0.0160, 0.0149, 0.0327, 0.0191, 0.0027, 0.0359, -0.0048, 0.0398, 0.0132, 0.0013, -0.0003, 0.0008, 0.0083, -0.0007, -0.0002, 0.0005, 0.0002, -0.0004, -0.0005, 0.0016, -0.0007, 0.0023, 0.0004, 0.0069, 0.0004, 0.0172, 0.0134, 0.0123, 0.1026, 0.0003, 0.0001, 0.0003, 0.0002, 0.0000, 0.0002, 0.0011]
}